Here is a structure of composition C19H21AsCaNO6S2Si from OMol25. Energies are from ωB97M-V with the def2-TZVPD basis set.

Calculated values
HOMO-LUMO gap   6.08 eV
Total charge   -1
LUMO   1.947 eV
HOMO   -4.136 eV
Energy relative to the best compared isomer or geometry (same formula, charge and spin)   0.00 kJ/mol

```
52
C19H21AsCaNO6S2Si, DFT ωB97M-V with the def2-TZVPD basis set
Ca 0.849 0.945 0.310
O -1.020 -1.380 1.730
As -1.483 0.128 2.543
O -3.022 -0.001 3.076
O -1.087 1.292 1.419
C -0.306 0.206 4.108
C -1.055 0.145 5.281
C -0.452 0.174 6.531
C 0.925 0.260 6.625
C 1.687 0.319 5.468
C 1.088 0.299 4.215
S 2.228 0.432 2.836
O 2.012 1.762 2.243
O 3.541 0.213 3.376
O 1.791 -0.565 1.839
H -1.809 -1.935 1.680
H -2.131 0.069 5.188
H -1.064 0.126 7.423
H 1.413 0.278 7.591
H 2.765 0.377 5.518
C 0.531 -0.009 -4.240
Si 0.139 -0.404 -2.398
C -1.781 -0.521 -2.449
C 0.708 -2.243 -2.310
C 1.862 -2.582 -1.598
C 2.335 -3.887 -1.537
C 1.653 -4.904 -2.189
C 0.499 -4.599 -2.900
C 0.042 -3.289 -2.956
H 0.062 -0.738 -4.910
H 1.607 -0.022 -4.431
H 0.159 0.984 -4.515
H -2.167 -1.312 -3.102
H -2.179 0.426 -2.828
H -2.200 -0.671 -1.451
H 2.398 -1.807 -1.060
H 3.229 -4.111 -0.967
H 2.010 -5.925 -2.137
H -0.046 -5.386 -3.409
H -0.861 -3.081 -3.522
S 1.592 3.657 -0.539
C 0.087 3.569 -1.308
N 0.031 3.514 -2.670
C -1.101 3.391 -3.399
C -2.305 3.310 -2.779
C -2.322 3.331 -1.370
C -1.168 3.474 -0.655
H 0.931 3.501 -3.132
H -0.971 3.341 -4.470
H -3.208 3.188 -3.357
H -3.258 3.212 -0.839
H -1.178 3.453 0.424
```